The following is a quantum chemistry calculation of the molecule C9H6O3S in a non-equilibrium geometry, from OMol25.

```
19
Properties=species:S:1:pos:R:3:forces:R:3:mulliken_charge:R:1
C 2.1475 1.0306 1.2305 1.5163 -1.1403 2.1467 -0.52
C 1.3130 2.1248 1.2171 0.7978 1.1647 1.7812 -0.08
C 1.6654 -0.2380 0.9091 2.4970 -1.5566 -2.3326 -0.53
C 0.0202 1.9512 0.7609 2.8537 -2.6670 -0.6931 -0.88
C 0.4553 -0.4409 0.1931 0.6239 1.4831 1.9651 0.52
C -0.3170 0.7488 0.1412 0.2506 -0.9071 0.1210 0.52
C -1.2088 -1.7552 -0.9397 -1.5159 3.7973 -1.2792 -0.83
C -0.0636 -1.7327 -0.2580 -0.2732 0.1750 0.1058 0.66
C -1.9597 -0.2364 -1.2273 3.6951 -4.7753 0.6957 0.37
O -3.6268 1.1389 -2.4240 -0.8686 1.4741 -0.8529 -0.53
O -1.4756 0.8201 -0.5714 -1.3615 -0.1011 -0.1763 -0.39
O 0.6367 -2.8482 0.1018 -0.2626 0.1219 -0.1826 -0.50
S -2.9822 -0.1677 -2.4735 -0.2013 -0.5973 0.7627 0.21
H 3.1661 1.0617 1.7834 -1.7667 0.1614 -1.3490 0.26
H 1.7265 3.0617 1.7459 -1.1202 -1.2712 -1.3214 0.28
H 2.5274 -1.0319 0.8237 -2.2344 1.0895 0.6485 0.25
H -0.5461 2.7431 0.5596 -2.6651 3.0516 -0.3623 0.55
H -1.5550 -2.5961 -1.5249 -0.3455 -0.0164 0.3286 0.32
H 0.0767 -3.6338 -0.0474 0.3805 0.5137 -0.0060 0.32
```
Positions in Å, forces in eV/Å.

DFT total energy ... -970.3453 Ha
Gap between HOMO and LUMO ... 0.2901 Eh
Relative energy (zero: lowest compared OMol25 entry of this formula, charge and spin) ... 116.0 kJ/mol
Lowest unoccupied orbital energy ... -0.06 eV
Charge ... 0

=====

The following is a quantum chemistry calculation of the molecule C24H30N4O6S3 in a non-equilibrium geometry, from OMol25.

```
67
Properties=species:S:1:pos:R:3:forces:R:3:mulliken_charge:R:1
C -1.6224 -3.8966 -0.9322 0.2324 0.1185 -0.1063 -1.12
H -1.0794 -4.6698 -0.3945 -0.0043 -0.1126 0.0913 0.30
H -2.3215 -4.3810 -1.6083 -0.0855 -0.0882 -0.0352 0.42
H -2.1857 -3.3023 -0.2159 -0.0622 -0.0298 0.0531 0.22
C -0.6667 -3.0181 -1.7383 -0.5185 -0.2227 -0.2616 -0.74
N 0.2221 -2.2102 -0.9358 -0.1633 1.0917 0.0749 0.83
S -0.2280 -0.6581 -0.6327 -0.0148 -0.2710 0.1246 1.48
O 0.9041 0.0162 -0.0609 -0.1512 -0.3951 0.2477 -0.75
O -0.8096 -0.1263 -1.8306 -0.3560 -0.3084 -0.0173 -0.78
C -1.5127 -0.6884 0.6194 0.3670 0.0298 -0.4145 -0.08
C -1.1436 -0.6220 1.9444 -0.0686 -0.0539 0.3106 -0.42
C -2.1324 -0.5353 2.9229 -0.2038 -0.3491 -0.7152 -0.52
C -3.4747 -0.6151 2.5484 0.1564 -0.2133 0.0705 -0.22
C -3.8223 -0.6992 1.2129 0.1190 0.0255 -0.0212 -1.29
C -2.8399 -0.7100 0.2352 -0.0764 0.0639 -0.1294 -0.27
H -3.0805 -0.7237 -0.8151 -0.1219 0.0033 -0.1375 0.57
H -4.8637 -0.7433 0.9357 -0.0999 0.0129 -0.0356 0.46
H -4.2441 -0.5986 3.3044 -0.0551 0.0217 0.0691 0.49
N -1.7632 -0.3633 4.2600 0.1860 0.1688 0.0455 -0.04
C -2.3913 0.3940 5.2009 0.3436 -0.1892 0.4018 -0.08
S -2.0726 0.1594 6.7957 0.0051 -0.0347 0.3205 -0.35
N -3.2937 1.3432 4.7950 -0.3861 0.0075 0.0407 0.01
C -3.3538 2.0980 3.6185 -0.1489 0.0759 -0.0950 -0.24
O -4.3898 2.6488 3.3267 -0.0428 0.0186 -0.0121 -0.62
C -2.1046 2.2064 2.8570 0.2248 0.5397 -0.6243 -0.59
C -2.1192 2.5351 1.5573 -0.4520 -0.1347 0.7195 -0.37
C -0.9686 2.6646 0.6850 0.5058 0.1394 -0.3983 1.21
C -1.1711 2.6837 -0.6990 0.0681 0.0614 0.2973 -0.90
C -0.1037 2.7985 -1.5682 0.0392 0.0664 -0.1519 -0.54
C 1.1739 2.9081 -1.0570 0.4596 0.1612 -0.4014 0.14
C 1.4012 2.9043 0.3065 0.0996 0.0408 0.1815 -0.81
C 0.3369 2.7769 1.1751 -0.1191 0.0316 -0.1191 -0.32
H 0.5146 2.7897 2.2392 0.0382 0.0201 0.1230 0.44
H 2.4122 3.0211 0.6628 0.0813 0.0333 0.1334 0.53
S 2.5672 3.1470 -2.1661 0.4103 0.0930 -0.2551 1.36
O 2.0875 3.7647 -3.3679 -0.3058 -0.2672 -0.0066 -0.74
O 3.5972 3.8017 -1.4121 -0.1546 -0.2740 0.3134 -0.76
N 3.1739 1.6697 -2.5959 -0.4582 0.9485 0.3482 0.05
C 3.6616 0.8320 -1.5195 0.3197 -0.2891 0.4984 0.09
H 2.8574 0.5673 -0.8203 0.1949 0.0132 -0.0752 -0.19
C 4.2449 -0.4359 -2.1309 0.1459 0.1984 0.0809 -0.75
O 3.2681 -1.2033 -2.8127 0.0575 -0.1090 -0.0229 -0.44
C 2.1974 -0.4407 -3.3493 -0.2081 0.2018 -0.0362 0.69
C 2.6317 0.9674 -3.7392 -0.1704 -0.3309 -0.5487 -0.81
H 1.7915 1.5412 -4.1301 0.0104 -0.1655 -0.1521 0.46
H 3.4040 0.9151 -4.5181 -0.1811 0.0091 0.0242 0.25
H 1.8469 -0.9892 -4.2274 -0.0551 0.1294 0.0512 0.41
H 1.3808 -0.3843 -2.6197 0.1987 0.0128 -0.2685 -0.52
H 5.0511 -0.1639 -2.8271 -0.0303 -0.0440 0.1171 0.30
H 4.6554 -1.0846 -1.3524 0.0296 0.1509 -0.0300 0.40
H 4.4301 1.3974 -0.9891 0.0480 -0.2064 0.0690 0.50
H -0.2501 2.8227 -2.6357 -0.0915 0.0062 -0.1258 0.51
H -2.1741 2.6001 -1.0896 -0.1153 -0.0115 -0.0395 0.32
H -3.0878 2.6779 1.0938 -0.1203 0.0108 -0.0021 0.40
H -1.1870 2.0315 3.3968 0.1407 -0.0835 -0.0085 0.52
H -4.0013 1.5823 5.4811 0.1767 -0.0446 -0.1021 0.31
H -0.9471 -0.8599 4.5916 -0.2084 0.0611 0.0909 0.33
H -0.0965 -0.5739 2.1977 0.1557 0.1166 0.1385 0.46
C 1.1514 -2.8434 -0.0267 0.4330 -0.1261 0.3962 -0.29
C 2.1963 -3.6717 -0.7667 -0.2474 0.1602 0.0625 -1.49
H 2.9674 -3.9872 -0.0691 0.0615 -0.0928 0.0642 0.43
H 2.6492 -3.0717 -1.5520 0.0681 0.0304 -0.0660 0.24
H 1.7513 -4.5588 -1.2095 0.0086 -0.1516 -0.0602 0.37
H 0.6193 -3.4624 0.7089 0.0427 0.0885 -0.0166 0.36
H 1.6437 -2.0238 0.4976 0.0593 -0.2281 0.1100 0.29
H -0.0616 -3.6398 -2.4040 -0.0251 0.1147 -0.0200 0.52
H -1.2259 -2.3098 -2.3508 0.0146 -0.2508 -0.1576 0.37
```
Positions in Å, forces in eV/Å.

DFT total energy ... -2797.5490 Ha
Gap between HOMO and LUMO ... 0.2995 Eh
SMILES ... CCN(CC)S(=O)(=O)c1cccc(NC(=S)NC(=O)/C=C/c2ccc(S(=O)(=O)N3CCOCC3)cc2)c1
Lowest unoccupied orbital energy ... -0.70 eV
Charge ... 0

=====

The following is a quantum chemistry calculation of C14H42O7S7 as an isolated structure in a non-equilibrium geometry, from OMol25.

```
70
Properties=species:S:1:pos:R:3:forces:R:3:mulliken_charge:R:1
C 18.3760 0.1170 32.2790 -0.9744 3.4250 0.4807 -0.43
S 17.0670 -0.8320 33.0860 -2.0716 -0.5576 -2.4809 0.50
O 15.6680 -0.4650 32.5060 2.7050 -0.3449 1.0037 -0.67
C 17.5270 -2.3460 32.0990 2.3964 6.5772 -4.1584 -0.76
H 19.1920 0.1460 33.0300 -0.1410 -0.1032 -0.6698 0.30
H 17.9610 1.2190 32.1260 0.6856 -2.0977 0.7639 0.28
H 18.6470 -0.1630 31.2730 0.1943 -0.7104 -0.0096 -0.09
H 16.9270 -2.9930 32.3900 -5.9769 -5.9854 2.6548 0.61
H 18.4610 -2.7240 32.4440 1.2869 0.2077 -0.7220 0.05
H 17.1720 -2.1270 30.9100 1.7875 -0.4763 3.2830 0.16
C 26.1940 1.7180 24.2910 -1.1772 -0.3896 4.0466 -0.85
S 24.5450 2.5600 24.3010 0.8925 -2.0332 0.0874 0.42
O 23.7340 1.3790 23.8410 -0.3876 1.1462 0.4166 -0.59
C 24.3140 2.7020 26.1540 3.9030 1.2732 -0.7845 -0.85
H 25.9440 0.6920 24.7000 0.0886 1.1878 -0.1358 0.26
H 26.8920 2.2060 24.9900 -0.1122 -0.0739 -0.3647 0.22
H 26.6390 1.4980 23.3960 0.6946 0.2834 -2.6782 0.42
H 24.8140 3.6100 26.6350 -0.1365 -1.3540 -0.9280 0.39
H 24.4120 1.8150 26.7240 0.7462 -1.0947 0.2127 0.13
H 23.3570 2.9390 26.2200 -4.6758 1.0902 0.0233 0.45
C 22.3920 -1.0990 33.6730 4.4961 0.3904 -0.6527 0.09
S 21.5460 -2.1120 34.8140 -3.7503 2.2439 0.5142 0.36
O 20.2500 -1.2620 35.0780 2.2524 -1.2412 0.0105 -0.62
C 20.9900 -3.3350 33.6980 3.2808 11.1970 -6.7716 -1.32
H 21.8440 -0.6380 32.8910 -1.2256 -0.2522 -0.4679 -0.53
H 23.3430 -1.6100 33.1470 -2.1020 0.7529 1.3639 0.25
H 22.8150 -0.2330 34.2430 -0.2823 -0.7952 -0.1818 0.39
H 20.5560 -2.9190 32.7310 1.3421 -0.8540 1.0789 -0.33
H 20.4160 -3.8580 34.1060 -10.3072 -6.8889 6.6318 1.00
H 21.6680 -3.9890 33.8070 6.3577 -4.7300 -1.4924 0.76
C 29.0520 3.1000 29.0370 3.5802 -1.3951 3.6391 -1.06
S 28.1440 1.6950 28.6110 0.1723 -2.5771 2.6758 0.48
O 28.4170 0.8080 29.8320 -0.8147 0.5333 -1.7620 -0.66
C 26.5090 2.4550 28.7820 -0.1779 0.5758 1.0039 -0.23
H 28.9320 3.7680 28.3520 -0.6607 4.1834 -4.8345 0.50
H 30.2340 2.9560 29.0860 -2.7585 -0.3074 0.0764 0.29
H 28.6960 3.6510 29.9110 0.0559 -0.8246 0.4948 0.35
H 26.4820 3.0580 27.8490 -0.3257 0.3221 1.0569 0.19
H 26.4050 2.9390 29.8250 0.4429 -0.1178 -1.8834 0.36
H 25.6540 1.7700 28.7580 0.6388 -0.4106 -0.3275 -0.28
C 21.5420 -2.3550 28.0270 -4.9134 7.4871 5.7068 -1.37
S 21.8740 -2.4020 29.8180 -0.4884 -4.5689 0.9008 0.93
O 21.8390 -3.8540 30.2440 0.3824 0.1691 -0.5880 -0.79
C 23.5710 -1.9190 29.8420 3.5563 1.8167 -0.6347 -0.64
H 21.5720 -1.2830 27.7980 0.3617 -0.3697 -0.5223 0.02
H 20.5530 -2.6620 27.9260 -1.7410 -0.6628 -0.0689 0.43
H 22.1200 -2.9280 27.6320 7.0080 -6.3850 -5.2334 0.79
H 23.9790 -1.5140 30.9360 -1.3127 -1.1544 -2.8916 0.14
H 23.6850 -1.0840 29.0520 -0.2265 -1.1183 1.4715 0.02
H 24.3530 -2.6380 29.3920 -1.5054 0.3888 1.1311 0.44
C 19.9150 1.5970 26.4910 -0.3442 2.0011 0.3904 -0.86
S 18.2370 1.0230 26.5650 -2.5674 -2.0230 -2.0003 0.36
O 17.9030 -0.0100 25.4720 1.0962 1.8197 1.3777 -0.63
C 18.3420 0.0480 28.0580 2.0671 -1.8817 2.4337 -0.59
H 20.6030 0.8340 26.5610 1.5555 -1.8781 0.4568 0.20
H 20.0200 2.3590 27.2790 -0.0315 -0.5462 0.2587 0.29
H 20.2090 2.1820 25.6290 -0.7766 -0.1634 -0.7581 0.50
H 18.3090 0.7300 28.8970 0.4711 0.7602 0.2251 0.24
H 19.4200 -0.4890 28.1470 -2.6821 1.0044 -0.2999 0.03
H 17.5080 -0.6480 28.4810 1.1231 0.9230 -2.1197 0.40
C 20.5850 2.1950 30.5100 0.3941 -1.4564 0.0251 -1.05
S 21.7010 0.7730 30.8480 -0.4829 2.3198 -1.5527 0.49
O 20.9870 -0.4360 30.3570 -0.7938 2.6258 0.5495 -0.15
C 22.8800 1.2700 29.4850 -1.0851 0.8069 -1.5104 -0.63
H 19.7780 2.1970 31.1780 -1.2586 -0.5279 1.0339 0.33
H 20.2040 2.0940 29.5080 0.1658 0.1223 -0.4178 -0.01
H 21.0760 3.0840 30.7430 1.1571 1.6305 -0.1824 0.57
H 23.6280 0.4990 29.6210 0.6113 0.7565 -0.1958 -0.02
H 23.2260 2.3700 29.5960 -0.4137 -2.0013 0.0313 0.54
H 22.4110 1.1240 28.3780 0.7322 0.3307 2.7703 0.10
```
Positions in Å, forces in eV/Å.

DFT total energy ... -3871.9659 Ha
Gap between HOMO and LUMO ... 0.2738 Eh
Relative energy (zero: lowest compared OMol25 entry of this formula, charge and spin) ... 1098.5 kJ/mol
Lowest unoccupied orbital energy ... -0.39 eV
Charge ... 0